# 1
Density functional theory data (wB97M-V/def2-TZVPD) for an isolated molecule of C4H4BrNS in a non-equilibrium geometry.

Positions of all 11 atoms, in Å:
H (-1.541, -2.101, 0.110)
N (-0.600, -1.834, -0.056)
C (-0.318, -0.514, -0.002)
C (1.629, 0.150, -0.482)
C (-0.959, 0.653, 0.132)
Br (3.096, -0.862, 0.115)
H (-0.585, 2.796, 0.201)
S (1.445, 1.804, -0.124)
H (0.118, -2.484, -0.383)
H (-2.028, 0.532, 0.515)
C (-0.257, 1.859, -0.025)

Strongest force on any atom in hartree/bohr: 0.08802
Charge: 0
Energy above the lowest of the compared OMol25 structures with the same formula, charge and spin in kJ/mol: 49.4
Spin multiplicity: 3
Calculated total energy in eV: -86575.1285
Orbital gap (alpha / beta) in Ha: 0.24186 / 0.29074


# 2
Density functional theory data (wB97M-V/def2-TZVPD) for a cluster of 2 separate species, C4H4BrO4S2 in total in a non-equilibrium geometry.

Positions of all 15 atoms, in Å:
O (1.747, -0.621, -1.113)
C (0.067, 1.435, 0.327)
S (1.439, -0.756, 0.259)
O (2.438, -0.477, 1.254)
O (-1.021, -1.703, -0.947)
H (0.562, -2.785, 0.013)
C (-0.176, 0.039, 0.519)
H (-0.563, 2.962, -1.152)
C (-0.982, -0.537, -0.636)
H (-0.329, -0.156, 1.644)
H (0.323, 2.070, 1.197)
C (-0.413, 1.997, -0.783)
S (-1.052, 0.781, -1.913)
O (1.203, -2.272, 0.507)
Br (-3.243, 0.022, 0.825)

Strongest force on any atom in hartree/bohr: 0.07701
Charge: -1
Energy above the lowest of the compared OMol25 structures with the same formula, charge and spin in kJ/mol: 43.3
Calculated total energy in eV: -104117.0025
Orbital gap in Ha: 0.28023


# 3
Density functional theory data (wB97M-V/def2-TZVPD) for a structure of composition C4H4CdO2 in a non-equilibrium geometry.

Positions of all 11 atoms, in Å:
C (-1.969, -2.078, -0.122)
O (-0.755, -3.835, 0.877)
H (-3.205, 0.124, -1.794)
C (-3.456, -0.173, -0.757)
C (-2.366, -0.804, 0.009)
H (-2.389, -2.748, -0.878)
Cd (0.544, -5.001, 1.862)
O (-4.202, 0.509, -0.055)
H (-2.565, -0.297, 1.058)
C (-1.121, -2.663, 0.910)
H (-0.717, -1.977, 1.676)

Strongest force on any atom in hartree/bohr: 0.07876
Charge: +1
Spin multiplicity: 2
Calculated total energy in eV: -12861.1319
Orbital gap (alpha / beta) in Ha: 0.27473 / 0.27420


# 4
Density functional theory data (wB97M-V/def2-TZVPD) for the ion C4H4Cl2N3O with charge +1 in a non-equilibrium geometry.

Positions of all 14 atoms, in Å:
N (1.384, 0.799, 1.648)
C (0.849, -0.319, 1.102)
Cl (1.369, -1.835, -1.838)
Cl (1.267, 1.569, -1.105)
O (0.655, -1.430, 1.431)
C (0.092, -1.038, -1.300)
N (-1.129, 0.471, -0.182)
H (-2.915, -0.376, -1.001)
C (0.223, 0.180, -0.350)
H (1.015, 1.724, 1.435)
H (1.829, 0.534, 2.500)
N (-1.182, -1.258, -1.540)
C (-1.895, -0.365, -0.888)
H (-1.562, 1.344, 0.086)

Strongest force on any atom in hartree/bohr: 0.08343
Charge: +1
SMILES: NC(=O)[C@]1(Cl)[NH+]=CN=C1Cl
Energy above the lowest of the compared OMol25 structures with the same formula, charge and spin in kJ/mol: 1.7
Calculated total energy in eV: -35767.1697
Orbital gap in Ha: 0.30427


# 5
Density functional theory data (wB97M-V/def2-TZVPD) for a structure of composition C4H4Cl2O in a non-equilibrium geometry.

Positions of all 11 atoms, in Å:
Cl (-2.210, -0.687, -0.680)
H (1.993, 1.910, -1.818)
C (1.593, 1.061, -1.344)
H (-0.434, -2.006, -0.063)
C (0.563, -0.485, 0.451)
H (1.103, -0.107, 1.417)
C (1.146, 0.248, -0.581)
H (-1.592, -0.232, 1.399)
O (0.440, -1.878, 0.291)
C (-1.288, 0.229, 0.503)
Cl (-1.315, 1.947, 0.426)

Strongest force on any atom in hartree/bohr: 0.07518
Charge: 0
Energy above the lowest of the compared OMol25 structures with the same formula, charge and spin in kJ/mol: 290.3
Calculated total energy in eV: -31301.4045
Orbital gap in Ha: 0.37570


# 6
Density functional theory data (wB97M-V/def2-TZVPD) for an isolated molecule of C4H4ClF in a non-equilibrium geometry.

Positions of all 10 atoms, in Å:
H (-0.658, -0.316, 1.605)
C (2.235, -0.594, 0.057)
H (-0.299, -0.314, -1.233)
Cl (-1.992, 1.473, -1.104)
H (-0.338, 1.271, 0.828)
C (-0.263, 0.212, 0.743)
C (1.219, -0.203, 0.532)
F (-1.918, -0.969, -0.312)
H (3.044, -0.608, -0.603)
C (-1.030, 0.049, -0.515)

Strongest force on any atom in hartree/bohr: 0.07064
Charge: 0
SMILES: C#CC[C@@H](F)Cl
Energy above the lowest of the compared OMol25 structures with the same formula, charge and spin in kJ/mol: 135.6
Calculated total energy in eV: -19450.0514
Orbital gap in Ha: 0.42926


# 7
Density functional theory data (wB97M-V/def2-TZVPD) for a cluster of 2 separate species, C4H4ClF in total in a non-equilibrium geometry.

Positions of all 10 atoms, in Å:
H (-1.210, 1.453, 1.250)
C (0.289, -0.741, 0.585)
C (0.133, 0.780, 0.364)
H (-0.473, -1.717, -1.420)
C (-0.400, 0.467, -0.976)
C (-0.273, -0.854, -0.816)
H (-0.794, 1.101, -1.747)
H (-0.290, -1.186, 1.400)
Cl (1.439, 1.858, 0.626)
F (1.580, -1.160, 0.734)

Strongest force on any atom in hartree/bohr: 0.08821
Charge: 0
Energy above the lowest of the compared OMol25 structures with the same formula, charge and spin in kJ/mol: 268.5
Calculated total energy in eV: -19448.6740
Orbital gap in Ha: 0.35520


# 8
Density functional theory data (wB97M-V/def2-TZVPD) for a structure of composition C4H4ClF5O9PS in a non-equilibrium geometry.

Positions of all 25 atoms, in Å:
O (4.929, -1.994, 2.747)
C (4.655, -1.433, 1.383)
H (-4.901, -1.748, -1.167)
F (-1.164, -0.463, -1.121)
P (3.224, 0.613, 0.422)
Cl (5.280, 2.355, 0.007)
O (0.506, 2.951, 1.563)
O (4.504, -2.320, 0.396)
O (3.563, 2.314, 0.035)
F (-0.262, -1.807, 0.746)
F (-2.268, 1.477, 1.168)
F (-2.625, -1.314, 0.562)
S (0.549, 1.563, 0.817)
H (-4.899, 0.372, -2.038)
O (1.817, 0.616, 1.448)
C (-1.059, 0.624, 1.249)
H (-4.802, -0.375, -3.654)
O (0.647, 1.877, -0.694)
O (-5.152, -1.669, -2.103)
H (-3.454, -0.578, -2.505)
O (4.637, 0.033, 1.260)
C (-1.243, -0.747, 0.344)
O (2.944, -0.096, -0.968)
C (-4.540, -0.494, -2.601)
F (-0.887, 0.244, 2.701)

Strongest force on any atom in hartree/bohr: 0.19789
Charge: -1
Calculated total energy in eV: -68867.5415
Orbital gap in Ha: 0.19872


# 9
Density functional theory data (wB97M-V/def2-TZVPD) for an isolated molecule of C4H4ClFO in a non-equilibrium geometry.

Positions of all 11 atoms, in Å:
H (-0.271, 1.584, 0.186)
F (3.094, -0.567, -0.502)
Cl (-2.957, -0.956, -0.255)
C (-0.825, 0.641, 0.195)
O (-0.214, -0.462, 0.761)
C (1.157, -0.622, 0.658)
H (-2.585, 1.434, -0.559)
C (1.776, -0.386, -0.463)
H (1.305, -0.132, -1.390)
H (1.612, -1.075, 1.559)
C (-2.094, 0.542, -0.191)

Strongest force on any atom in hartree/bohr: 0.03593
Charge: 0
SMILES: F/C=C/O/C=C\Cl
Energy above the lowest of the compared OMol25 structures with the same formula, charge and spin in kJ/mol: 112.2
Calculated total energy in eV: -21498.0552
Orbital gap in Ha: 0.36359


# 10
Density functional theory data (wB97M-V/def2-TZVPD) for an isolated molecule of C4H4ClN in a non-equilibrium geometry.

Positions of all 10 atoms, in Å:
H (1.090, -0.856, -0.912)
C (0.558, 0.966, 1.255)
H (-1.074, -1.584, -1.692)
C (-0.968, -1.252, -0.644)
C (0.698, 1.949, 0.308)
H (0.913, 1.177, 2.307)
Cl (-0.022, 2.024, -1.187)
C (0.173, -0.821, -0.290)
H (-1.907, -1.322, -0.044)
N (0.539, -0.281, 0.899)

Strongest force on any atom in hartree/bohr: 0.10159
Charge: 0
Energy above the lowest of the compared OMol25 structures with the same formula, charge and spin in kJ/mol: 503.2
Calculated total energy in eV: -18219.9237
Orbital gap (alpha / beta) in Ha: 0.26241 / 0.26984


# 11
Density functional theory data (wB97M-V/def2-TZVPD) for an isolated molecule of C4H4ClN3 in a non-equilibrium geometry.

Positions of all 12 atoms, in Å:
N (-1.549, 1.506, -0.105)
H (1.938, -1.785, 0.297)
C (1.888, -0.826, 0.877)
H (-2.792, 0.437, -1.716)
N (1.005, 1.412, -0.124)
H (2.869, -0.566, 1.171)
C (1.226, 0.244, 0.111)
Cl (-2.855, -0.795, 0.345)
C (-0.956, 0.624, -0.754)
N (0.364, 0.410, -1.054)
C (-2.337, 0.285, -0.793)
H (1.197, -0.945, 1.744)

Strongest force on any atom in hartree/bohr: 0.06976
Charge: 0
SMILES: CC1=NN1C1=N[C@@H]1Cl
Energy above the lowest of the compared OMol25 structures with the same formula, charge and spin in kJ/mol: 585.3
Calculated total energy in eV: -21200.0491
Orbital gap in Ha: 0.38077


# 12
Density functional theory data (wB97M-V/def2-TZVPD) for an isolated molecule of C4H4ClNO in a non-equilibrium geometry.

Positions of all 11 atoms, in Å:
N (2.323, 1.029, -1.526)
O (0.595, -0.982, 0.810)
C (-0.705, -1.192, 0.103)
H (-0.264, 0.497, -1.478)
H (-1.443, -1.107, 0.828)
Cl (-2.214, 1.017, 0.373)
H (0.694, 1.080, 1.507)
C (0.756, 0.476, 0.633)
C (-0.669, 0.293, -0.338)
C (1.786, 0.890, -0.312)
H (-0.858, -2.002, -0.599)

Strongest force on any atom in hartree/bohr: 0.24972
Charge: 0
SMILES: N#C[C@@H]1OC[C@H]1Cl
Energy above the lowest of the compared OMol25 structures with the same formula, charge and spin in kJ/mol: 440.6
Calculated total energy in eV: -20267.9517
Orbital gap in Ha: 0.39178


# 13
Density functional theory data (wB97M-V/def2-TZVPD) for a structure of composition C4H4CoO3 in a non-equilibrium geometry.

Positions of all 12 atoms, in Å:
H (2.094, 0.355, 0.342)
Co (-0.841, 1.448, -2.042)
H (-1.769, -1.487, 0.102)
C (1.550, -0.535, 0.027)
O (-0.315, 1.803, 1.482)
O (-1.159, 2.530, -0.489)
C (0.191, -0.675, 0.272)
C (-0.719, -1.686, 0.323)
O (-0.176, 0.598, -0.472)
C (-0.554, 1.747, 0.308)
H (2.084, -1.395, -0.376)
H (-0.384, -2.703, 0.523)

Strongest force on any atom in hartree/bohr: 0.11057
Charge: +2
Energy above the lowest of the compared OMol25 structures with the same formula, charge and spin in kJ/mol: 0.0
Spin multiplicity: 6
Calculated total energy in eV: -47955.1399
Orbital gap (alpha / beta) in Ha: 0.28879 / 0.21545


# 14
Density functional theory data (wB97M-V/def2-TZVPD) for a cluster of 2 separate species, C4H4F2 in total in a non-equilibrium geometry.

Positions of all 10 atoms, in Å:
H (-0.254, -0.087, -1.758)
C (0.705, -0.504, 0.313)
F (-1.000, -0.357, 2.071)
C (0.493, 0.173, -0.991)
F (-2.316, -1.589, -0.625)
H (1.554, -1.010, 0.851)
H (1.382, 0.468, -1.420)
C (-0.572, -0.095, 0.827)
H (0.066, 2.012, 0.575)
C (-0.058, 0.989, 0.157)

Strongest force on any atom in hartree/bohr: 0.07887
Charge: 0
Energy above the lowest of the compared OMol25 structures with the same formula, charge and spin in kJ/mol: 482.8
Calculated total energy in eV: -9641.4487
Orbital gap (alpha / beta) in Ha: 0.27713 / 0.27726


# 15
Density functional theory data (wB97M-V/def2-TZVPD) for a cluster of 2 separate species, C4H4F2N2O in total in a non-equilibrium geometry.

Positions of all 13 atoms, in Å:
C (0.520, -3.208, -0.443)
F (-1.540, -2.477, 0.531)
C (0.456, -1.162, 1.992)
C (-0.173, 1.967, 0.817)
N (-0.450, 0.722, 0.936)
H (1.168, -3.407, -1.273)
C (-0.512, -2.348, -0.338)
N (0.175, 0.011, 1.826)
H (-0.552, -1.378, -0.831)
F (0.593, -4.178, 0.391)
O (1.114, -2.027, 2.441)
H (-0.864, 2.571, 0.042)
H (0.385, 2.565, 1.499)

Strongest force on any atom in hartree/bohr: 0.07068
Charge: 0
SMILES: C=NN=C=O.F/C=C\F
Energy above the lowest of the compared OMol25 structures with the same formula, charge and spin in kJ/mol: 348.0
Calculated total energy in eV: -14671.3724
Orbital gap in Ha: 0.37640


# 16
Density functional theory data (wB97M-V/def2-TZVPD) for a cluster of 2 separate species, C4H4F2NO4 in total in a non-equilibrium geometry.

Positions of all 15 atoms, in Å:
F (1.444, -2.027, 2.118)
F (2.159, -2.614, 0.154)
H (1.221, 1.844, 1.428)
H (1.007, 1.050, -0.728)
O (-0.148, -1.366, -1.079)
O (-1.821, 0.520, -0.962)
C (-1.048, 1.542, -1.079)
O (-1.319, 2.424, -1.920)
H (-1.498, -0.131, 0.427)
C (0.166, 1.512, -0.153)
O (-0.862, -0.732, 1.024)
C (0.057, -1.378, 0.264)
N (0.239, 1.863, 1.047)
C (1.158, -1.925, 0.749)
H (-0.757, -0.581, -1.292)

Strongest force on any atom in hartree/bohr: 0.06324
Charge: -1
Calculated total energy in eV: -19328.0470
Orbital gap in Ha: 0.31065


# 17
Density functional theory data (wB97M-V/def2-TZVPD) for an isolated molecule of C4H4F2S in a non-equilibrium geometry.

Positions of all 11 atoms, in Å:
C (-1.287, 1.051, 0.603)
H (1.029, 1.121, -0.972)
C (-0.452, -1.470, -0.249)
H (-1.665, 1.605, 1.523)
S (-1.836, -0.533, 0.396)
F (2.278, 0.780, 0.515)
H (1.635, -1.509, -0.393)
C (1.138, 0.399, -0.074)
H (-0.602, -2.410, -0.638)
F (-1.013, 1.899, -0.477)
C (0.775, -0.935, -0.235)

Strongest force on any atom in hartree/bohr: 0.07692
Charge: 0
Energy above the lowest of the compared OMol25 structures with the same formula, charge and spin in kJ/mol: 400.6
Calculated total energy in eV: -20478.5768
Orbital gap (alpha / beta) in Ha: 0.29742 / 0.28767


# 18
Density functional theory data (wB97M-V/def2-TZVPD) for a cluster of 2 separate species, C4H4F3I in total in a non-equilibrium geometry.

Positions of all 12 atoms, in Å:
H (0.889, -1.071, -0.989)
F (-0.966, 1.581, 1.238)
I (-2.766, -0.820, 0.119)
C (1.016, 0.183, 0.700)
F (-0.038, 1.872, -0.715)
H (0.554, -1.998, 0.376)
F (-1.137, -0.062, -2.551)
C (-0.284, 0.972, 0.246)
C (-0.826, -0.311, -0.141)
H (1.263, 0.105, 1.686)
H (1.832, 0.625, 0.106)
C (0.464, -1.076, -0.076)

Strongest force on any atom in hartree/bohr: 0.08408
Charge: 0
Energy above the lowest of the compared OMol25 structures with the same formula, charge and spin in kJ/mol: 389.8
Calculated total energy in eV: -20461.1732
Orbital gap (alpha / beta) in Ha: 0.27308 / 0.27313


# 19
Density functional theory data (wB97M-V/def2-TZVPD) for a cluster of 2 separate species, C4H4F3O2S in total in a non-equilibrium geometry.

Positions of all 14 atoms, in Å:
F (-2.896, 0.326, 0.153)
O (4.072, 1.128, 0.984)
C (-1.708, 1.032, -0.236)
H (0.829, -0.611, 1.309)
C (-0.470, 0.241, -0.322)
H (-0.933, -0.964, 1.593)
O (3.849, -0.297, -1.008)
F (-1.570, 1.970, 0.655)
H (0.163, -1.662, -1.216)
H (-1.739, -1.752, -0.489)
S (3.335, 0.841, -0.259)
C (-0.604, -1.243, -0.540)
C (-0.217, -0.658, 0.804)
F (-2.110, 1.650, -1.428)

Strongest force on any atom in hartree/bohr: 0.06642
Charge: -1
Energy above the lowest of the compared OMol25 structures with the same formula, charge and spin in kJ/mol: 160.2
Calculated total energy in eV: -27293.8771
Orbital gap (alpha / beta) in Ha: 0.17526 / 0.17535


# 20
Density functional theory data (wB97M-V/def2-TZVPD) for a cluster of 2 separate species, C4H4FN in total in a non-equilibrium geometry.

Positions of all 10 atoms, in Å:
C (-0.708, 1.353, -0.056)
H (0.660, -1.968, -0.256)
F (2.749, 0.776, 0.074)
C (2.098, -0.344, -0.052)
H (-0.912, 1.924, -0.867)
N (-1.637, -0.892, -0.036)
C (1.408, -1.310, 0.046)
H (-2.400, -1.345, 0.423)
C (-1.395, 0.297, 0.100)
H (0.138, 1.507, 0.625)

Strongest force on any atom in hartree/bohr: 0.06050
Charge: 0
SMILES: C=C=N.C#CF
Energy above the lowest of the compared OMol25 structures with the same formula, charge and spin in kJ/mol: 432.0
Calculated total energy in eV: -8415.3196
Orbital gap in Ha: 0.36573